ORCA calculation (ωB97M-V/def2-TZVPD) on a 4-piece molecular cluster, C16H42N2O6 overall.

```
66
Properties=species:S:1:pos:R:3:forces:R:3
O 23.143 -24.852 1.802 -0.7 -1.0 0.8
O 24.581 -27.012 6.669 -0.6 -0.5 -0.5
O 22.156 -18.964 4.072 0.8 1.4 -2.4
O 22.170 -20.919 8.564 1.1 1.6 -1.4
O 17.135 -17.716 10.204 -1.2 0.7 -1.5
O 22.005 -21.939 11.015 -1.0 1.0 -1.4
N 23.098 -21.838 4.030 0.4 0.4 0.7
N 18.387 -20.979 11.204 1.4 -0.5 0.0
C 20.731 -21.632 10.426 -2.1 0.2 2.2
C 22.073 -21.171 4.812 -0.1 -0.6 1.4
C 22.441 -23.255 8.499 0.2 -1.1 -0.6
C 23.217 -26.023 4.865 0.0 -0.3 1.1
C 17.817 -18.603 11.034 0.4 0.7 -1.2
C 22.887 -21.922 7.930 0.6 -1.1 0.0
C 23.680 -24.021 2.822 0.4 1.4 -0.6
C 22.036 -23.147 11.638 1.8 -1.7 2.3
C 22.354 -17.561 4.245 -0.6 -0.1 1.7
C 22.266 -19.733 5.232 0.0 0.2 -0.5
C 19.811 -21.190 11.605 -0.8 -0.5 -0.4
C 18.094 -19.912 10.273 0.1 -0.1 0.8
C 17.935 -16.828 9.423 -0.6 -0.4 0.8
C 23.852 -24.884 0.557 -0.3 0.7 1.4
C 22.614 -23.053 3.431 -0.6 -0.4 -2.7
C 23.972 -25.806 6.204 0.7 0.3 -0.7
H 20.275 -22.458 9.880 0.1 -0.4 0.4
H 20.902 -20.906 9.632 -1.2 0.2 1.3
H 22.017 -22.828 2.548 -0.1 0.4 -0.7
H 21.389 -23.326 8.772 0.2 0.4 -0.1
H 24.177 -24.602 3.599 0.4 0.5 -0.7
H 23.371 -25.619 -0.089 -0.1 0.3 0.0
H 21.756 -24.055 11.103 -0.3 0.3 -0.5
H 18.661 -17.346 8.797 0.5 -0.1 0.4
H 23.882 -26.316 4.053 0.1 -0.5 0.4
H 21.797 -23.558 3.946 0.6 0.0 1.1
H 17.266 -20.142 9.602 -0.5 -0.1 0.4
H 23.622 -21.192 3.457 -0.3 -0.4 -0.6
H 22.165 -16.856 3.435 0.1 -1.1 -0.8
H 22.543 -24.064 7.775 0.4 0.1 0.1
H 22.151 -21.758 5.727 -1.4 0.3 -0.6
H 21.618 -23.202 12.644 -1.1 0.4 -0.1
H 20.399 -20.457 12.157 -0.4 1.2 -0.3
H 22.403 -21.043 9.487 0.6 0.3 0.1
H 19.696 -21.916 12.410 0.4 -0.8 -0.4
H 24.896 -25.161 0.704 0.1 0.0 0.0
H 22.795 -21.860 6.846 0.2 0.0 1.1
H 17.798 -20.976 12.024 -0.1 0.1 -0.1
H 21.443 -19.367 5.845 0.0 -0.6 0.8
H 17.160 -18.661 11.901 0.2 -0.9 0.1
H 21.621 -17.247 4.988 -0.1 0.2 0.4
H 23.064 -23.441 9.373 -0.3 -0.4 -0.1
H 21.046 -21.225 4.451 -0.1 -0.3 -0.6
H 23.219 -19.579 5.739 0.2 0.1 0.1
H 22.836 -25.066 4.507 -0.5 -0.6 0.8
H 17.314 -16.285 8.711 -0.3 0.0 0.4
H 24.377 -23.368 2.298 0.5 0.3 0.4
H 25.372 -26.924 7.205 -0.1 0.7 -0.1
H 18.733 -18.095 11.337 0.4 -0.3 0.4
H 18.918 -19.900 9.560 0.3 0.7 0.2
H 18.311 -16.161 10.199 0.9 0.5 -0.7
H 23.067 -23.283 11.964 0.5 -0.2 -0.5
H 23.324 -17.312 4.675 0.3 -0.2 -0.1
H 23.765 -23.847 0.233 0.3 -0.1 -1.0
H 23.945 -21.829 8.174 0.3 0.1 -0.2
H 23.393 -25.323 6.991 -0.4 -0.6 -0.2
H 24.726 -25.049 5.989 0.4 0.1 -0.1
H 22.419 -26.760 4.948 0.0 0.1 0.1
```
Positions in Å, forces in eV/Å.

total energy: -1195.47931 Ha
relative energy (zero: lowest compared OMol25 entry of this formula, charge and spin): 92.8 kcal per mole
HOMO-LUMO gap: 0.340 hartree
HOMO level: -0.3142 Ha
SMILES: COCCNCCOC.COCCNCCOC.CCO.CCO